Entry 1:
This record from the OMol25 dataset describes C44H37BrN6P2Pd as an isolated structure. The level of theory is the ωB97M-V functional and the def2-TZVPD basis.

Its energy relative to the best compared isomer or geometry (same formula, charge and spin) is 0.750 eV. As for the spin multiplicity: 5. The largest force on an atom is 1.12 eV Å⁻¹. The HOMO-LUMO gap (alpha / beta) comes out at 6.6 / 5.5 eV. Its charge is +4. The expectation value of S² is 6.075.

```
91
Properties=species:S:1:pos:R:3:forces:R:3:mulliken_charge:R:1
Pd -0.35419 1.67228 -0.25038 0.698 -0.758 0.435 -0.251
N -4.79246 4.81251 -1.02465 -0.020 -0.143 -0.061 0.119
C -3.95413 3.77650 -1.14655 -0.108 0.191 0.022 -0.653
N -2.71997 3.78975 -0.71889 0.048 -0.054 -0.005 -0.092
C -2.27636 4.92263 -0.14625 0.167 0.286 0.074 -0.012
N -0.97749 5.08098 0.23984 -0.093 -0.666 -0.193 -0.630
N -0.15502 4.01786 0.11083 -0.069 0.773 -0.011 0.481
C 1.07793 4.45500 0.20024 -0.054 -0.479 -0.018 -0.631
C 2.23158 3.58492 0.13167 -0.185 0.157 0.035 0.895
C 3.48147 4.17734 0.21894 0.155 -0.115 0.001 -0.777
C 4.61816 3.37199 0.15846 -0.088 0.110 -0.005 -0.597
C 4.43235 2.01500 0.02628 -0.062 -0.070 0.004 -1.430
C 3.13270 1.50203 -0.04813 0.086 -0.115 -0.050 0.424
N 2.04284 2.24930 -0.00624 -0.312 0.387 -0.087 0.370
C -3.08892 6.07591 0.03834 -0.206 0.065 0.015 1.167
C -2.66382 7.28505 0.63769 0.061 -0.138 -0.030 -0.274
C -3.54731 8.31563 0.76782 -0.160 0.035 -0.043 -0.798
C -4.88609 8.19540 0.30737 0.123 0.050 0.066 -0.435
C -5.33249 7.04863 -0.29170 0.055 -0.080 -0.052 -0.974
C -4.43064 5.98863 -0.42856 -0.015 0.083 0.040 0.296
H -5.73188 4.72423 -1.40093 0.010 0.028 0.023 0.310
H -4.35229 2.89765 -1.63892 0.018 -0.010 0.007 0.538
H 1.23390 5.52259 0.31379 0.042 0.021 0.059 0.434
H 3.56407 5.24968 0.33040 0.006 0.026 -0.009 0.467
H 5.60841 3.80449 0.20774 -0.002 0.001 0.015 0.490
H 5.27338 1.33829 -0.03601 0.000 -0.010 0.003 0.522
H 2.99195 0.43812 -0.18084 0.010 0.023 -0.037 0.266
H -1.64598 7.37732 0.98345 0.003 -0.007 0.016 0.470
H -3.23212 9.24389 1.22323 -0.001 0.015 0.015 0.461
H -5.56316 9.02977 0.43194 -0.003 0.026 -0.009 0.454
H -6.34824 6.96238 -0.65507 -0.015 -0.009 0.002 0.433
C 1.08873 -1.21368 1.40174 -0.062 0.123 0.174 -1.078
P 0.36760 -0.77452 -0.24160 0.000 0.049 -0.293 0.680
C -0.95338 -1.96277 -0.51675 -0.084 -0.020 0.156 1.982
C -1.83720 -2.27117 0.52226 -0.024 -0.004 -0.031 -0.441
C -2.88544 -3.14907 0.30940 0.048 0.011 -0.053 -0.812
C -3.06516 -3.72079 -0.94570 0.006 0.007 -0.003 -0.778
C -2.19388 -3.41600 -1.98295 0.002 0.022 0.025 -0.970
C -1.14017 -2.53650 -1.77490 -0.001 -0.028 -0.025 -0.873
C 1.57463 -1.02961 -1.54753 0.062 -0.136 0.007 0.657
C 1.75200 -0.08379 -2.55744 -0.020 0.149 -0.032 -0.635
C 2.64519 -0.32117 -3.59100 0.003 -0.037 0.043 -0.892
C 3.37212 -1.50432 -3.61995 -0.001 -0.006 -0.007 -0.742
C 3.19926 -2.45601 -2.62172 -0.013 0.038 -0.009 -0.861
C 2.30010 -2.22279 -1.59431 -0.005 -0.022 -0.005 0.223
P 1.73741 -2.84578 1.95259 0.108 -0.006 -0.062 -0.218
C 3.47474 -2.98452 1.87074 0.209 -0.024 0.102 1.085
C 4.34088 -1.92000 1.55456 -0.027 -0.063 0.015 -0.019
C 5.70389 -2.09861 1.62872 -0.009 -0.021 0.017 -0.745
C 6.22926 -3.32299 2.04496 0.029 0.017 0.000 -0.552
C 5.38809 -4.37354 2.39151 -0.042 0.006 0.000 -0.796
C 4.01946 -4.20961 2.32195 -0.014 0.043 -0.063 -0.655
C 0.90515 -4.32865 1.46895 -0.159 -0.066 -0.042 0.834
C -0.28954 -4.66501 2.11990 0.049 -0.044 -0.014 -0.251
C -0.92059 -5.85855 1.82037 0.027 0.031 0.012 -0.732
C -0.36656 -6.71745 0.87940 0.017 -0.014 -0.029 -0.527
C 0.82837 -6.39773 0.24076 -0.033 0.015 0.032 -0.953
C 1.47557 -5.21357 0.53796 -0.013 0.041 0.058 -0.035
H 0.29148 -0.97938 2.11687 0.015 -0.019 -0.005 0.677
H 1.87698 -0.49271 1.63584 -0.003 -0.016 -0.001 0.889
H -1.71138 -1.83770 1.50819 0.009 0.001 0.006 0.411
H -3.55408 -3.39985 1.12196 -0.025 -0.005 0.018 0.562
H -3.88062 -4.41168 -1.11242 -0.010 -0.022 -0.003 0.557
H -2.32667 -3.87069 -2.95473 -0.006 -0.015 -0.027 0.552
H -0.46228 -2.31524 -2.58953 0.019 0.010 0.005 0.543
H 1.20546 0.85471 -2.54364 0.066 -0.083 0.035 0.356
H 2.77505 0.41304 -4.37342 0.001 0.022 -0.025 0.505
H 4.06742 -1.68957 -4.42757 0.009 -0.004 -0.006 0.462
H 3.75429 -3.38335 -2.65604 0.013 -0.018 0.002 0.512
H 2.14017 -2.98806 -0.84682 -0.003 -0.017 0.017 0.097
H 3.94917 -0.95967 1.25388 -0.048 0.051 -0.046 0.007
H 6.37505 -1.28934 1.37799 0.008 0.019 -0.004 0.437
H 7.30117 -3.44826 2.11761 0.016 -0.004 -0.016 0.446
H 5.80191 -5.31223 2.73193 0.001 -0.012 0.011 0.451
H 3.36846 -5.01837 2.62538 -0.026 -0.026 -0.003 0.529
H -0.69773 -4.01846 2.88657 -0.018 0.028 0.010 0.488
H -1.82752 -6.13477 2.33970 -0.022 -0.006 0.006 0.520
H -0.85725 -7.65500 0.65529 -0.001 -0.021 0.003 0.481
H 1.26224 -7.08318 -0.47382 0.006 -0.012 -0.012 0.483
H 2.42537 -4.99034 0.06995 0.008 0.023 -0.019 0.469
Br -1.69635 0.95425 -2.46341 0.132 0.070 -0.293 0.086
C -2.87125 0.50194 -1.04944 -0.157 -0.023 -0.047 1.028
C -4.10523 -0.06612 -1.27640 0.021 -0.006 0.167 -0.919
C -4.90162 -0.26054 -0.15276 0.002 0.005 -0.022 -0.258
C -4.43129 0.12001 1.09809 -0.009 -0.010 0.009 -0.840
C -3.16621 0.66706 1.20618 0.116 -0.002 -0.026 -0.983
N -2.38472 0.84516 0.13078 -0.230 0.404 0.086 0.317
H -4.42934 -0.34055 -2.26989 0.000 0.000 -0.031 0.549
H -5.88551 -0.69828 -0.26012 -0.011 -0.016 0.009 0.570
H -5.03491 -0.00975 1.98534 -0.018 0.004 0.003 0.522
H -2.75697 0.96938 2.16165 0.003 0.014 0.000 0.552
```
Forces are in eV/Å.

Entry 2:
This record from the OMol25 dataset describes C44H37HgN10O2 as an isolated structure. The level of theory is the ωB97M-V functional and the def2-TZVPD basis.

Its energy relative to the best compared isomer or geometry (same formula, charge and spin) is 0.779 eV. As for the spin multiplicity: 2. The largest force on an atom is 1.01 eV Å⁻¹. The HOMO-LUMO gap (alpha / beta) comes out at 3.6 / 4.2 eV. Its charge is -2. The expectation value of S² is 0.802.

```
94
Properties=species:S:1:pos:R:3:forces:R:3:mulliken_charge:R:1
Hg 0.80014 0.88606 1.10313 -0.073 0.879 -0.495 0.684
C -2.41873 -2.61277 2.64845 0.000 -0.018 -0.006 -0.594
C -3.47132 -1.85680 3.13400 -0.001 0.015 0.005 -0.766
C -3.21058 -0.60127 3.66019 0.047 -0.057 -0.034 -0.766
C -1.89456 -0.14007 3.67211 -0.022 0.174 0.040 0.782
N -0.88190 -0.87940 3.22848 0.047 -0.103 0.058 0.111
C -1.13600 -2.08266 2.72992 -0.081 0.021 -0.008 0.323
C -1.55432 1.25404 4.11823 -0.091 -0.027 -0.033 0.304
C -2.46969 2.05833 4.79482 0.013 0.024 0.008 -0.672
C -2.10748 3.36329 5.08942 0.005 -0.016 -0.001 -0.773
C -0.87251 3.83115 4.68305 -0.001 0.009 0.011 -0.605
C -0.01312 2.95450 4.02014 0.121 0.013 -0.097 0.221
N -0.35032 1.69386 3.77982 0.020 -0.038 0.094 0.075
C 1.34502 3.37653 3.54698 -0.144 -0.001 -0.010 0.927
C 1.67955 4.71990 3.38457 0.030 -0.007 -0.030 -0.663
C 2.94056 5.03385 2.91533 -0.013 0.011 0.016 -0.458
C 3.82242 4.00700 2.61002 0.044 -0.010 -0.029 -0.685
C 3.39686 2.70047 2.80031 -0.067 0.019 -0.022 -0.030
N 2.19617 2.39617 3.27268 0.038 -0.024 0.274 -0.144
H -2.57477 -3.58894 2.20728 0.001 0.001 0.000 0.427
H -4.48937 -2.22699 3.08802 0.003 -0.011 0.013 0.356
H -4.02193 0.01017 4.02697 -0.023 0.046 -0.037 0.224
H -0.27454 -2.63972 2.37700 -0.060 0.014 -0.038 -0.085
H -3.43863 1.68439 5.09274 -0.013 -0.022 0.016 0.299
H -2.78838 4.01044 5.63013 -0.006 0.006 -0.020 0.386
H -0.57667 4.85047 4.88826 0.002 -0.001 0.011 0.276
H 0.95196 5.49961 3.56088 0.001 0.000 0.001 0.272
H 3.22238 6.06877 2.75895 0.001 -0.004 -0.006 0.351
H 4.81104 4.20998 2.21838 -0.012 -0.003 -0.022 0.376
H 4.02128 1.85094 2.54418 0.023 0.005 -0.006 0.368
C 2.25141 3.63726 -1.39144 -0.003 0.026 0.029 -0.908
O 2.46836 2.24952 -1.33118 -0.019 -0.021 -0.034 -0.176
C 2.32138 1.52957 -2.47312 -0.022 0.092 0.090 0.592
C 2.24595 2.09707 -3.73110 0.004 -0.012 0.006 -0.280
C 2.15428 1.29183 -4.87900 0.055 0.014 -0.008 -0.929
C 2.12105 -0.08457 -4.72876 0.041 -0.021 -0.016 -0.615
C 2.17909 -0.66301 -3.46484 0.064 -0.065 0.003 -0.433
C 2.29210 0.11265 -2.29247 -0.138 0.007 0.050 0.450
N 2.34252 -0.36503 -1.01177 0.250 -0.011 -0.168 0.115
N 2.60203 -1.66176 -0.97550 -0.082 0.109 -0.138 -0.575
C 2.56282 -2.28917 0.22299 0.092 -0.023 0.224 -0.457
C 2.33195 -1.70589 1.52026 -0.001 -0.274 -0.122 -0.127
O 2.31492 -0.43185 1.77874 0.200 -0.333 0.091 -0.818
C 2.13326 -2.60124 2.60339 0.136 -0.091 0.130 -0.900
C 2.25021 -3.96896 2.51846 -0.017 0.069 0.040 -0.956
C 2.61323 -4.56183 1.29052 0.049 -0.025 -0.089 1.132
C 2.81481 -5.95808 1.15761 -0.026 0.034 0.052 -0.835
C 3.20318 -6.52165 -0.02680 0.023 0.026 -0.058 -0.421
C 3.40812 -5.68877 -1.14902 -0.004 -0.061 0.025 -0.721
C 3.19897 -4.33723 -1.05483 -0.039 0.047 0.001 -0.609
C 2.79069 -3.72021 0.15552 -0.054 -0.052 0.039 1.494
H 3.05723 4.14265 -1.94423 -0.016 0.002 -0.013 0.392
H 2.21560 3.98139 -0.36082 -0.027 -0.021 0.002 -0.037
H 1.28567 3.86750 -1.85057 0.006 0.004 -0.008 0.457
H 2.27158 3.17318 -3.83857 0.016 0.016 0.017 0.311
H 2.11832 1.75127 -5.86114 -0.020 -0.014 0.011 0.299
H 2.05447 -0.72309 -5.60491 -0.034 -0.004 0.007 0.297
H 2.14913 -1.73730 -3.34340 -0.007 -0.004 -0.017 0.208
H 1.87106 -2.12479 3.54318 0.032 0.013 0.005 0.328
H 2.08513 -4.60033 3.38665 -0.001 0.014 0.012 0.242
H 2.65667 -6.58157 2.03351 0.009 0.007 0.009 0.321
H 3.35970 -7.59253 -0.10195 -0.003 -0.003 -0.002 0.352
H 3.74028 -6.11926 -2.08790 -0.022 -0.002 -0.008 0.369
H 3.34833 -3.69324 -1.91080 0.010 0.003 0.000 0.344
C -3.06670 0.04054 -0.06540 -0.026 -0.028 0.017 -0.421
C -2.21751 -1.02425 -0.66406 -0.023 0.166 0.015 0.051
N -0.95653 -1.20834 -0.39745 0.134 -0.288 0.084 1.180
C -0.53709 -2.28000 -1.15456 -0.094 0.026 -0.003 0.123
C -1.57029 -2.74657 -1.90010 -0.028 0.008 -0.046 -1.507
N -2.65951 -1.94233 -1.58590 0.045 -0.187 0.062 0.529
C -3.91083 -1.97616 -2.27144 -0.007 0.109 -0.047 -0.868
N -4.16279 -0.72362 -2.96104 0.035 -0.012 -0.016 0.804
N -5.40568 -0.21613 -2.99062 -0.127 -0.006 -0.114 -0.885
N -5.40443 0.89010 -3.64286 0.148 -0.021 0.042 -0.597
C -4.10794 1.14629 -4.04313 -0.175 0.052 -0.046 0.173
C -3.56712 2.23342 -4.74469 -0.020 -0.002 0.039 -0.722
C -2.21252 2.22488 -4.95775 0.058 -0.082 0.029 -0.713
C -1.39027 1.16880 -4.48996 0.048 0.087 -0.009 0.096
C -1.90281 0.09356 -3.81032 -0.133 0.035 0.091 -0.627
C -3.29332 0.10808 -3.60275 0.157 -0.092 -0.017 0.915
H -2.42209 0.64109 0.57910 0.011 0.038 -0.023 -0.478
H -3.88588 -0.38422 0.52199 -0.002 -0.007 0.001 0.255
H -3.49400 0.69881 -0.82504 0.022 0.012 0.003 0.276
H 0.48498 -2.62057 -1.12075 0.008 -0.002 -0.018 0.021
H -1.64777 -3.54068 -2.62364 0.000 -0.006 -0.001 0.310
H -4.77233 -2.12880 -1.62016 0.066 0.009 0.079 0.374
H -3.85209 -2.79952 -2.98513 -0.102 0.018 -0.026 0.315
H -4.19778 3.04860 -5.07387 -0.009 -0.005 -0.004 0.397
H -1.74585 3.05600 -5.47119 0.018 -0.011 -0.005 0.397
H -0.31818 1.21690 -4.64129 -0.022 0.026 -0.007 0.252
H -1.25440 -0.67980 -3.41861 0.005 0.002 -0.035 0.524
C -0.24123 2.66348 0.68338 -0.240 -0.453 0.173 -1.044
H -0.56144 2.53856 -0.37090 0.007 0.139 -0.009 0.278
H -1.18262 2.56801 1.26695 0.002 0.130 -0.020 0.166
```
Forces are in eV/Å.